Entry from OMol25: a cluster of 2 separate species, C2H6S5 in total at a distorted geometry (ωB97M-V/def2-TZVPD).

```
13
Properties=species:S:1:pos:R:3
S -3.287 0.212 -1.414
S 4.098 -0.012 0.983
S -2.470 0.354 1.548
S -0.793 -1.058 -0.673
S 2.817 0.963 -1.505
C -1.947 0.204 -0.261
C 3.139 -0.223 -0.398
H 4.162 1.314 0.900
H -3.429 -1.123 -1.624
H -2.061 -0.868 1.976
H -0.065 -1.017 0.408
H 2.951 -1.207 -0.683
H -1.422 1.129 -0.676
```

Results
- SMILES = SC(S)S.S=CS
- net charge = 0
- Kohn-Sham gap (eV) = 8.3
- multiplicity = 1
- E_HOMO (Eh) = -0.328
- relative energy (zero: lowest compared OMol25 entry of this formula, charge and spin) (kcal per mole) = 1.0
- largest force on an atom (eV/A) = 3.39

=====

Entry from OMol25: a cluster of 2 separate species, C3H13N4 in total at a distorted geometry (ωB97M-V/def2-TZVPD).

```
20
Properties=species:S:1:pos:R:3
N -1.219 1.192 0.289
N -2.637 -0.444 1.092
N 1.766 0.692 0.063
N -0.355 -0.760 1.241
C 1.383 -0.263 -2.232
C 2.112 -0.411 -0.935
C -1.396 -0.007 0.852
H -0.294 1.376 -0.110
H 1.860 1.565 -0.466
H 0.556 -0.356 0.943
H 1.758 -1.052 -2.933
H 1.591 0.740 -2.667
H 1.781 -1.367 -0.458
H -0.451 -1.777 1.435
H -1.906 1.560 -0.337
H -2.831 -1.384 1.307
H 2.531 0.751 0.712
H 3.172 -0.411 -1.124
H 0.230 -0.420 -2.189
H -3.474 0.100 0.983
```

Results
- net charge = +1
- Kohn-Sham gap (eV) = 11.5
- multiplicity = 1
- E_HOMO (Eh) = -0.525
- relative energy (zero: lowest compared OMol25 entry of this formula, charge and spin) (kcal per mole) = 11.0
- largest force on an atom (eV/A) = 1.96

=====

Entry from OMol25: a structure of composition C9H11N2O3 at a distorted geometry (ωB97M-V/def2-TZVPD).

```
25
Properties=species:S:1:pos:R:3
O -2.050 -0.410 -1.759
O -1.722 0.332 1.661
O -2.833 1.176 -0.370
N 0.797 1.768 -0.002
N 2.091 1.886 -0.342
C 0.441 0.486 0.083
C -0.023 2.924 0.210
C 1.533 -0.293 -0.222
C -2.129 0.187 -0.689
C 1.490 -1.782 -0.264
C 0.040 -2.250 -0.422
C -0.881 -1.735 0.687
C 2.542 0.644 -0.479
C -1.246 -0.273 0.529
H -1.813 -2.312 0.671
H -1.009 2.754 -0.225
H 1.913 -2.199 0.660
H -0.360 -1.890 -1.370
H 2.094 -2.154 -1.099
H 0.017 -3.346 -0.425
H -0.413 -1.876 1.668
H -0.141 3.127 1.280
H 0.461 3.775 -0.269
H 3.568 0.478 -0.757
H -2.366 0.983 1.245
```

Results
- net charge = -1
- Kohn-Sham gap (eV) = 8.5
- multiplicity = 1
- E_HOMO (Eh) = -0.179
- relative energy (zero: lowest compared OMol25 entry of this formula, charge and spin) (kcal per mole) = 0.0
- largest force on an atom (eV/A) = 4.19

=====

Entry from OMol25: a cluster of 2 separate species, C5H7N in total at a distorted geometry (ωB97M-V/def2-TZVPD).

```
13
Properties=species:S:1:pos:R:3
N 2.125 0.851 1.411
C 1.860 -0.085 0.783
C 1.555 -1.246 -0.010
C 0.316 -1.723 -0.127
C -1.760 1.025 0.211
C -0.857 1.564 -0.601
H -2.704 0.632 -0.159
H 0.089 1.945 -0.223
H -0.525 -1.245 0.362
H -1.585 0.949 1.283
H 0.115 -2.595 -0.742
H 2.397 -1.709 -0.515
H -1.024 1.639 -1.673
```

Results
- SMILES = C=CC#N.C=C
- net charge = 0
- Kohn-Sham gap (eV) = 10.6
- multiplicity = 1
- E_HOMO (Eh) = -0.373
- relative energy (zero: lowest compared OMol25 entry of this formula, charge and spin) (kcal per mole) = 46.4
- largest force on an atom (eV/A) = 1.14

=====

Entry from OMol25: a cluster of 2 separate species, C3H7N3 in total at a distorted geometry (ωB97M-V/def2-TZVPD).

```
13
Properties=species:S:1:pos:R:3
N 0.659 -1.285 1.553
N -0.047 2.670 -3.481
N -1.281 0.343 0.840
C 0.658 -0.765 0.181
C -0.254 1.900 -2.644
C -0.501 0.135 -0.180
H 1.559 -0.171 -0.026
H -1.085 -0.102 1.743
H -2.086 0.950 0.758
H 0.679 -1.573 -0.563
H -0.430 1.184 -1.808
H 1.482 -0.989 2.063
H 0.645 -2.298 1.564
```

Results
- net charge = 0
- Kohn-Sham gap (eV) = 9.7
- multiplicity = 1
- E_HOMO (Eh) = -0.330
- relative energy (zero: lowest compared OMol25 entry of this formula, charge and spin) (kcal per mole) = 52.6
- largest force on an atom (eV/A) = 1.08